# 1
Formula: C2H4F2S
Source: the OMol25 dataset
Level of theory: ωB97M-V with the def2-TZVPD basis set

Structure (XYZ):
```
9
Properties=species:S:1:pos:R:3:forces:R:3
C 0.46242 0.60473 -0.39101 0.02 -0.44 -1.97
C -0.98333 0.35227 -0.67618 0.72 -0.97 2.52
F -1.34490 0.77609 -1.81891 -1.18 0.74 -2.50
S -1.93830 -0.45649 0.36525 -0.14 0.70 -0.91
H 0.43590 0.63645 0.63467 0.93 0.18 2.37
H 0.99842 -0.27582 -0.74854 0.04 -0.21 0.30
H 0.99436 1.43685 -0.85543 -0.71 0.31 -0.01
F 0.48039 -1.77516 1.41180 0.18 -0.45 -0.12
H 0.89504 -1.29892 2.07834 0.13 0.14 0.31
```
Positions in Å, forces in eV/Å.

Summary:
lowest unoccupied orbital energy: 0.3 eV
Kohn-Sham gap: 9.34 eV

These are the Mulliken partial charges, in e, on atoms 1 to 2: atom 1 (C): -0.78, atom 2 (C): 0.39


# 2
Formula: C2H4F2S
Source: the OMol25 dataset
Level of theory: ωB97M-V with the def2-TZVPD basis set

Structure (XYZ):
```
9
Properties=species:S:1:pos:R:3:forces:R:3
C 0.00751 1.17628 -0.21397 0.06 -3.20 0.85
C 1.29044 1.05234 0.50784 -2.20 -0.05 -1.61
F 0.29725 -2.29858 0.50528 2.60 -0.05 1.71
F 1.25840 0.11642 1.40949 0.59 -1.91 2.45
S 2.59791 2.04054 0.41444 1.80 1.40 -0.05
H 0.19877 1.78020 -1.02709 -0.25 1.27 -2.08
H -0.30424 0.07757 -0.52426 0.52 2.21 0.33
H -0.77448 1.56297 0.42009 -0.44 0.32 0.19
H 1.12125 -2.26041 1.05998 -2.67 0.00 -1.78
```
Positions in Å, forces in eV/Å.

Summary:
lowest unoccupied orbital energy (alpha / beta): 0.8 / -2.9 eV
2S+1: 3
Kohn-Sham gap (alpha / beta): 7.35 / 7.57 eV

These are the Mulliken partial charges, in e, on atoms 1 to 2: atom 1 (C): -0.80, atom 2 (C): 0.35


# 3
Formula: C2H4F2S2
Source: the OMol25 dataset
Level of theory: ωB97M-V with the def2-TZVPD basis set

Structure (XYZ):
```
10
Properties=species:S:1:pos:R:3:forces:R:3
C -0.18674 0.96711 -1.68670 -3.38 -1.21 -0.72
C 0.45162 -0.98208 1.79438 1.45 -1.79 3.55
F 1.33647 -1.77139 1.21318 0.52 -0.72 -0.09
F 0.80700 0.25558 1.61203 0.69 1.52 0.38
S -1.25445 1.00652 -0.15453 0.72 -1.06 -0.81
S -1.16401 -0.92975 0.41405 -2.79 1.57 -3.06
H -0.08138 -0.12006 -1.98305 -1.08 1.17 -0.10
H 0.82239 1.18668 -1.64280 1.94 1.45 1.03
H -0.78529 1.66392 -2.34433 1.13 -1.13 0.06
H 0.05439 -1.27652 2.77777 0.80 0.21 -0.22
```
Positions in Å, forces in eV/Å.

Summary:
lowest unoccupied orbital energy (alpha / beta): 0.5 / -2.8 eV
2S+1: 3
Kohn-Sham gap (alpha / beta): 5.69 / 6.29 eV

These are the Mulliken partial charges, in e, on atoms 1 to 2: atom 1 (C): -0.76, atom 2 (C): 0.10


# 4
Formula: C2H4F2Si
Source: the OMol25 dataset
Level of theory: ωB97M-V with the def2-TZVPD basis set

Structure (XYZ):
```
9
Properties=species:S:1:pos:R:3:forces:R:3
C -1.37002 -0.63023 0.11740 -2.42 -1.97 -1.51
C -0.40122 -0.04964 0.74596 2.95 1.08 0.05
Si 1.08634 0.60624 -0.24392 -1.30 -1.90 -0.43
F 2.47616 0.22898 0.37464 0.63 0.18 0.98
F 1.20797 -0.08535 -1.67710 -0.43 -0.78 -0.28
H -2.23664 -1.13764 0.61524 0.85 0.66 -0.34
H -1.34608 -0.76711 -0.98014 -0.13 0.26 0.61
H -0.36098 -0.04527 1.81117 -0.17 0.18 0.74
H 0.94447 1.88001 -0.76326 0.03 2.28 0.17
```
Positions in Å, forces in eV/Å.

Summary:
lowest unoccupied orbital energy: 1.0 eV
Kohn-Sham gap: 12.06 eV

These are the Mulliken partial charges, in e, on atoms 1 to 2: atom 1 (C): -0.54, atom 2 (C): -0.30


# 5
Formula: C2H4F3P
Source: the OMol25 dataset
Level of theory: ωB97M-V with the def2-TZVPD basis set

Structure (XYZ):
```
10
Properties=species:S:1:pos:R:3:forces:R:3
C 1.49672 -0.42331 -0.38136 0.17 -1.25 2.27
C -1.46019 0.35529 0.63869 3.72 -0.66 -1.82
F -1.68405 1.65272 0.39441 -0.26 -0.34 -0.11
F -0.64456 0.29577 1.71171 -0.28 0.05 -0.02
F -2.53487 -0.28508 0.87949 -2.03 -0.67 0.46
P -0.03984 -0.73217 -1.33380 -1.87 -0.25 2.72
H 2.08693 -1.37135 -0.23452 -0.63 0.58 -0.98
H 1.29590 -0.26752 0.74885 0.11 0.68 -1.99
H 2.13209 0.29371 -0.86227 0.37 0.62 0.20
H -0.64813 0.48194 -1.56120 0.70 1.23 -0.73
```
Positions in Å, forces in eV/Å.

Summary:
lowest unoccupied orbital energy (alpha / beta): -0.8 / -0.8 eV
Kohn-Sham gap (alpha / beta): 8.34 / 8.34 eV

These are the Mulliken partial charges, in e, on atoms 1 to 2: atom 1 (C): -0.73, atom 2 (C): 0.40


# 6
Formula: C2H4F4O
Source: the OMol25 dataset
Level of theory: ωB97M-V with the def2-TZVPD basis set

Structure (XYZ):
```
11
Properties=species:S:1:pos:R:3:forces:R:3
F 0.00000 0.00000 0.00000 -0.93 3.42 -1.54
C 0.57556 -0.95955 0.65848 -0.69 -2.33 1.98
C 2.06333 -1.07192 0.55021 0.17 0.38 -2.40
F 2.81142 -0.19460 1.19650 -0.19 0.82 0.26
F 2.33357 -2.24043 1.02730 0.85 -2.37 1.09
F 2.47435 -1.06599 -0.75701 -0.24 0.28 0.51
H 0.38125 -0.89071 1.74612 -0.09 0.11 -0.32
H 0.04476 -1.85323 0.27766 1.09 -0.30 0.43
O -3.23586 1.70065 -0.00936 0.59 -0.36 1.04
H -2.37876 1.22039 0.04518 -0.86 0.52 -0.04
H -3.49982 1.84417 0.92765 0.32 -0.16 -1.01
```
Positions in Å, forces in eV/Å.

Summary:
lowest unoccupied orbital energy: 0.6 eV
Kohn-Sham gap: 12.11 eV

These are the Mulliken partial charges, in e, on atoms 1 to 2: atom 1 (F): -0.26, atom 2 (C): -0.43


The calculation returns the following energy values, one per record and in order: -676.48599; -676.38873; -1074.51512; -567.92293; -719.44867; -553.30109 Ha.